Entry 1:
A structure of composition C10H10CoN2O8P2S. Source: the Open Molecules 2025 dataset; level of theory: ωB97M-V/def2-TZVPD.

Its gap between HOMO and LUMO (spin up / spin down) is 0.2447 / 0.2506 Eh. Its spin multiplicity is 2. As for the charge: 0. For the HOMO energy (spin up / spin down), the calculation gives -8.1648 / -8.2930 eV. The calculation puts the energy above the lowest of the compared OMol25 structures with the same formula, charge and spin at 0.5495 eV. For the total energy, the calculation gives -3562.38163 Ha.

Positions of all 34 atoms, in Å:
Co: 0.70576 -0.17847 0.21283
O: 3.30379 -2.41402 2.47854
P: 3.67582 -1.35488 1.29798
O: 4.82263 -0.53670 1.66104
O: 2.35922 -0.83451 0.81825
O: 4.07026 -2.41892 0.08693
P: 3.06851 -3.42943 -0.59586
O: 2.34236 -4.16856 0.59198
O: 3.62192 -4.23341 -1.66232
O: 1.87361 -2.43878 -1.18624
H: 4.00699 -2.40811 3.13990
H: 2.63970 -3.85659 1.46927
C: -2.22374 -1.46999 0.67971
C: -2.24340 -0.07319 0.14630
C: -3.49426 0.52853 -0.11198
C: -3.55479 1.79472 -0.60488
C: -2.36556 2.52815 -0.78145
C: -2.35574 3.87387 -1.21349
C: -1.17190 4.55171 -1.27606
C: 0.03063 3.93057 -0.89361
C: 0.05651 2.61803 -0.48400
S: 1.50585 1.82067 0.06261
C: -1.15290 1.89007 -0.45990
N: -1.10365 0.56677 -0.06473
H: -3.19509 -1.72607 1.09659
H: -1.47372 -1.58883 1.46306
H: -2.00765 -2.18377 -0.11039
H: -4.39047 -0.04470 0.07746
H: -4.50658 2.26046 -0.83042
H: -3.29286 4.34940 -1.47217
H: -1.15265 5.58376 -1.60037
H: 0.95506 4.49336 -0.90828
O: -0.01398 -3.18886 -0.50025
N: 0.66035 -2.24230 -0.52604


Entry 2:
A structure of composition C25H37Cl3NNiO3Sb in a non-equilibrium geometry. Source: the Open Molecules 2025 dataset; level of theory: ωB97M-V/def2-TZVPD.

Its gap between HOMO and LUMO (spin up / spin down) is 0.2942 / 0.3159 Eh. Its spin multiplicity is 3. As for the charge: 0. For the HOMO energy (spin up / spin down), the calculation gives -7.6478 / -8.2425 eV. The calculation puts the energy above the lowest of the compared OMol25 structures with the same formula, charge and spin at 0.0000 eV. For the total energy, the calculation gives -4384.41163 Ha.

Positions of all 71 atoms, in Å:
Ni: -0.39293 0.28066 1.89421
C: -2.86336 -1.57612 3.05059
O: -1.49107 -1.36231 2.69692
H: -3.00249 -2.57337 3.46321
H: -3.52022 -1.44226 2.19002
H: -3.11806 -0.84045 3.80721
H: -1.09294 -2.15894 2.33431
Cl: -0.46235 3.27141 2.69629
C: -0.65574 1.61105 3.40849
H: -1.64372 1.58236 3.85906
H: 0.09196 1.53480 4.18973
C: -4.67644 1.37831 1.01202
C: -3.70763 2.16840 0.13282
C: -3.54122 3.60822 0.61482
Sb: -1.83836 1.08146 0.00621
C: -2.66677 -0.72567 -0.88557
C: -3.58716 -0.51700 -2.08897
C: -1.51739 -1.67939 -1.21145
C: -0.89614 2.06690 -1.67590
C: 0.05613 3.15443 -1.17153
C: -1.91183 2.63662 -2.66767
H: -5.64409 1.89043 1.06292
H: -4.29660 1.29368 2.03594
H: -4.85670 0.36922 0.62930
H: -4.07088 2.17658 -0.89934
H: -3.14973 3.64719 1.62969
H: -4.51477 4.11500 0.60595
H: -2.86146 4.18192 -0.02017
H: -3.25493 -1.14911 -0.06714
H: -3.01658 -0.19508 -2.96389
H: -4.36916 0.22415 -1.90046
H: -4.08447 -1.45717 -2.35894
H: -0.96067 -1.33403 -2.08677
H: -1.89034 -2.68506 -1.43765
H: -0.79729 -1.76532 -0.39008
H: -0.31742 1.26717 -2.14656
H: -0.50266 3.99346 -0.74562
H: 0.64773 3.54119 -2.01150
H: 0.73881 2.78192 -0.40901
H: -2.51065 3.42858 -2.20625
H: -2.59609 1.88693 -3.06532
H: -1.38114 3.08591 -3.51638
Cl: 1.92256 -2.29017 -2.21328
C: 2.25379 -3.10943 -0.71591
C: 1.25700 -3.93787 -0.22970
C: 1.44799 -4.67523 0.92489
C: 2.65594 -4.57785 1.59351
C: 3.63999 -3.74226 1.10527
Cl: 5.13975 -3.63442 1.99011
C: 3.48934 -2.96586 -0.05795
N: 4.55333 -2.17956 -0.49340
C: 4.45122 -0.84501 -1.02828
C: 4.91218 -0.62075 -2.32068
C: 4.83999 0.63916 -2.88840
C: 4.30197 1.68943 -2.15334
C: 3.86987 1.47263 -0.85516
C: 3.94968 0.21051 -0.26454
C: 3.50462 0.03922 1.17419
C: 1.99563 0.05047 1.35444
O: 1.36087 1.10397 1.07165
O: 1.39538 -0.96613 1.81425
H: 0.33155 -4.01549 -0.78891
H: 0.66877 -5.32919 1.29732
H: 2.84102 -5.14039 2.49969
H: 5.37652 -2.30683 0.06658
H: 5.29784 -1.46378 -2.88055
H: 5.19401 0.80048 -3.90028
H: 4.23311 2.68177 -2.58724
H: 3.46920 2.29338 -0.27072
H: 3.87004 0.89229 1.74835
H: 3.90367 -0.86977 1.61456


Entry 3:
A structure of composition C39H100N4O13 in a non-equilibrium geometry. Source: the Open Molecules 2025 dataset; level of theory: ωB97M-V/def2-TZVPD.

Its gap between HOMO and LUMO is 0.3159 Eh. Its spin multiplicity is 1. As for the charge: 0. For the HOMO energy, the calculation gives -8.1516 eV. The calculation puts the energy above the lowest of the compared OMol25 structures with the same formula, charge and spin at 29.3639 eV. For the total energy, the calculation gives -2741.81444 Ha.

Positions of all 156 atoms, in Å:
C: -1.21759 2.06115 3.06525
O: -0.75011 0.81923 2.57582
C: -0.16813 1.04708 1.28269
C: 0.26084 -0.37316 0.82847
N: 0.60447 -0.17789 -0.55447
C: 1.06563 -1.43294 -1.17132
C: 1.19864 -1.30734 -2.67582
O: 2.51342 -0.73296 -2.98017
C: 2.92713 -0.56645 -4.33625
H: -0.37091 2.74683 3.09786
H: -1.41635 1.89030 4.12327
H: -2.05419 2.52378 2.54162
H: 0.70446 1.69452 1.19582
H: -0.92858 1.53259 0.67106
H: -0.55670 -1.04582 1.08775
H: 1.15263 -0.72752 1.34544
H: 1.39944 0.42914 -0.69453
H: 0.22277 -2.12313 -1.20721
H: 1.89979 -1.91598 -0.66243
H: 0.49030 -0.79010 -3.32298
H: 1.06197 -2.30348 -3.09667
H: 2.14405 -0.04014 -4.88203
H: 3.20631 -1.49097 -4.84164
H: 3.72238 0.17856 -4.36150
C: -7.28885 -1.02686 2.90796
O: -6.54369 -2.05801 2.17373
C: -5.22878 -2.17623 2.60782
C: -4.38150 -0.97003 2.18719
N: -4.17840 0.01662 3.31364
C: -3.47284 1.21469 3.02129
C: -4.22293 2.15774 2.11497
O: -5.35221 2.81915 2.66973
C: -5.07276 3.71218 3.69993
H: -7.30051 -1.25024 3.97476
H: -8.27637 -1.08290 2.44995
H: -6.86394 -0.04410 2.70365
H: -4.83408 -3.09041 2.16446
H: -4.98316 -2.40847 3.64408
H: -4.91748 -0.46354 1.38451
H: -3.46914 -1.19371 1.63433
H: -5.11657 0.30606 3.55063
H: -2.54807 0.95725 2.50494
H: -3.15960 1.64855 3.97089
H: -4.41159 1.67966 1.15375
H: -3.57436 3.00956 1.91038
H: -5.96978 3.89974 4.29008
H: -4.65104 4.65277 3.34560
H: -4.47493 3.18940 4.44653
C: 1.37528 0.19932 8.23009
O: 0.78399 0.47768 6.95845
C: 1.53705 0.10337 5.84255
C: 0.85025 0.67544 4.56548
N: 1.29619 -0.14950 3.46597
C: 2.68689 -0.09859 3.09412
C: 3.15744 1.28502 2.60756
O: 2.75403 1.51245 1.28215
C: 3.60778 0.99358 0.28264
H: 1.00807 0.85038 9.02342
H: 2.46273 0.26271 8.19092
H: 1.01651 -0.78025 8.54604
H: 1.65752 -0.97447 5.73364
H: 2.55817 0.48096 5.89584
H: 0.85397 1.70757 4.21506
H: -0.14540 0.31477 4.82371
H: 0.86818 0.18422 2.61419
H: 2.73699 -0.72041 2.20029
H: 3.28704 -0.40086 3.95235
H: 4.24647 1.24853 2.63582
H: 2.96599 2.19320 3.17910
H: 3.75984 -0.08573 0.27490
H: 4.63030 1.37058 0.26175
H: 3.16307 1.06512 -0.70994
C: 1.12234 -1.19640 -7.14027
O: 1.35030 -2.41952 -6.41414
C: 2.73549 -2.52719 -5.91309
C: 3.38008 -3.85511 -6.30493
N: 2.84362 -4.99753 -5.45564
C: 3.57931 -6.23631 -5.78632
C: 3.14300 -7.45456 -5.03771
O: 1.91606 -7.89454 -5.55239
C: 0.85020 -7.47362 -4.71458
H: 0.21294 -1.21608 -7.74085
H: 1.91040 -1.09633 -7.88664
H: 1.04410 -0.36906 -6.43494
H: 2.85752 -2.45602 -4.83228
H: 3.44148 -1.78603 -6.28771
H: 4.43216 -3.66172 -6.09558
H: 3.28204 -3.99604 -7.38133
H: 1.95101 -5.25301 -5.85323
H: 4.62884 -5.98407 -5.63484
H: 3.27387 -6.52611 -6.79171
H: 3.12891 -7.23527 -3.97009
H: 3.80240 -8.31870 -5.11859
H: 0.64334 -6.43708 -4.44830
H: 0.93623 -8.13835 -3.85502
H: -0.02829 -7.74926 -5.29799
C: 1.63224 0.94807 -6.88326
C: 1.92863 2.29947 -6.15822
C: 1.98573 2.15565 -4.63009
O: 3.14415 2.81740 -6.68865
H: 1.47515 1.10278 -7.95073
H: 0.72299 0.61892 -6.38024
H: 2.34635 0.14748 -6.69046
H: 1.15624 2.95351 -6.56293
H: 2.20192 3.13312 -4.19892
H: 2.81041 1.54850 -4.25675
H: 1.04185 1.71777 -4.30537
H: 3.24512 3.74199 -6.45084
C: -1.01534 -4.48075 -1.17874
C: -0.58717 -5.23187 -2.43814
C: 0.55494 -4.39777 -3.08291
O: -0.26682 -6.51033 -2.02383
H: -1.99007 -4.72578 -0.75688
H: -0.99955 -3.40847 -1.37387
H: -0.29128 -4.50027 -0.36422
H: -1.42194 -5.23520 -3.13903
H: 1.36001 -5.09379 -3.31852
H: 1.09384 -3.68442 -2.45936
H: 0.18020 -3.95192 -4.00425
H: -1.03326 -6.97913 -1.68560
C: -1.05710 1.87803 5.63420
C: -2.22283 2.18192 6.59877
C: -1.91907 1.42994 7.89413
O: -2.31116 3.60293 6.86158
H: -0.11911 1.98207 6.17958
H: -1.10481 2.37068 4.66305
H: -1.18713 0.83507 5.34534
H: -3.20601 1.80522 6.31673
H: -1.75173 0.38231 7.64398
H: -2.78462 1.43915 8.55658
H: -1.10056 1.88796 8.44944
H: -2.57310 3.80181 7.76349
C: 0.92777 4.20392 -1.30984
C: 2.15666 3.45267 -0.71455
C: 2.50932 2.24817 -1.56148
O: 3.25988 4.34592 -0.61753
H: -0.08566 3.85413 -1.11312
H: 0.95814 4.47608 -2.36488
H: 0.81128 5.11302 -0.71986
H: 1.93832 3.19436 0.32165
H: 1.81533 1.42522 -1.39051
H: 3.49696 1.80977 -1.41841
H: 2.40879 2.51423 -2.61372
H: 3.51557 4.58773 -1.51070
C: -3.63264 5.39952 1.50473
C: -2.08930 5.25722 1.62463
C: -1.57426 3.81216 1.78123
O: -1.56921 5.76136 0.43144
H: -3.97789 4.79669 2.34467
H: -3.92074 4.97443 0.54327
H: -3.87350 6.45603 1.38688
H: -1.67522 5.81996 2.46127
H: -1.83645 3.37387 2.74417
H: -0.48448 3.82474 1.79939
H: -1.77095 3.16656 0.92530
H: -1.61970 6.71926 0.46973


Entry 4:
A cluster of 3 separate species, C6H15NO in total in a non-equilibrium geometry. Source: the Open Molecules 2025 dataset; level of theory: ωB97M-V/def2-TZVPD.

Its gap between HOMO and LUMO (spin up / spin down) is 0.2248 / 0.2122 Eh. Its spin multiplicity is 2. As for the charge: -1. For the HOMO energy (spin up / spin down), the calculation gives -2.6952 / -2.6946 eV. The calculation puts the energy above the lowest of the compared OMol25 structures with the same formula, charge and spin at 2.9119 eV. For the total energy, the calculation gives -367.45642 Ha.

Positions of all 23 atoms, in Å:
C: -0.06547 -1.09069 1.43524
C: -1.44883 -1.02315 0.82943
N: -1.68235 0.05560 -0.10980
C: -2.89016 -0.21763 -0.87467
C: 2.11336 1.79797 0.49711
C: 1.00099 1.70085 -0.24410
C: 0.91628 0.90545 -1.51627
O: 2.89203 -0.96685 0.05960
H: 0.50876 -0.17418 1.38119
H: 0.64653 -1.80679 1.02475
H: -0.02016 -1.38980 2.49165
H: -2.12129 -0.91265 1.69668
H: -1.63567 -2.01090 0.35673
H: -3.35266 0.68341 -1.27773
H: -2.55895 -0.70134 -1.79604
H: -3.65245 -0.93618 -0.55603
H: 2.79847 0.91778 0.54767
H: 2.10688 2.44655 1.37754
H: -0.13201 0.69546 -1.69822
H: 0.07170 2.17512 0.06952
H: 1.38801 1.39545 -2.36230
H: 1.40903 -0.05444 -1.29926
H: 3.70795 -1.48903 -0.03267